Entry 1:
ORCA calculation (the ωB97M-V functional and the def2-TZVPD basis) on C22H33N3O in the gas phase.

Positions of all 59 atoms, in Å:
C 0.010337 -0.725963 1.513660
N -1.127113 0.087159 1.122463
C -1.426398 1.050041 2.182859
C -0.533507 2.292944 2.120910
C -0.814471 3.144113 0.884979
N -0.475958 2.429640 -0.322022
C 0.301692 2.962575 -1.279211
O 0.718283 4.107195 -1.233175
C 0.572554 2.067561 -2.482058
C 0.826707 0.592730 -2.181113
C 1.965565 0.365199 -1.239875
C 2.720141 1.286901 -0.575163
N 3.656442 0.670223 0.211585
C 4.624267 1.331955 1.037173
C 3.524448 -0.679872 0.061050
C 4.228276 -1.727403 0.643798
C 3.862012 -3.011757 0.304593
C 2.821502 -3.258209 -0.595709
C 2.121065 -2.226588 -1.178248
C 2.466233 -0.914756 -0.852164
C -2.324235 -0.673997 0.727390
C -2.005410 -1.982219 -0.000996
C -3.291726 -2.704466 -0.398530
C -4.161384 -1.832644 -1.295970
C -4.473986 -0.518241 -0.591198
C -3.181560 0.193847 -0.205344
H -0.216768 -1.393249 2.358724
H 0.366094 -1.317359 0.675653
H 0.822902 -0.067288 1.812747
H -2.464093 1.375022 2.090577
H -1.319321 0.575543 3.173110
H 0.518081 2.004180 2.121014
H -0.718373 2.893369 3.013334
H -1.876928 3.419625 0.861578
H -0.223595 4.064400 0.900135
H -0.687856 1.438189 -0.277625
H -0.292385 2.158298 -3.145734
H 1.431159 2.492757 -3.004797
H -0.074176 0.124502 -1.770877
H 1.042607 0.079942 -3.124924
H 2.666078 2.358023 -0.600377
H 4.524010 1.014267 2.078693
H 5.640406 1.104916 0.702736
H 4.468041 2.407744 0.980317
H 5.035367 -1.543309 1.337452
H 4.389058 -3.848188 0.739744
H 2.568802 -4.280943 -0.835342
H 1.320126 -2.425830 -1.875747
H -2.917855 -0.930602 1.624542
H -1.422589 -2.645310 0.638419
H -1.417396 -1.766150 -0.895405
H -3.038225 -3.634245 -0.911915
H -3.851473 -2.964508 0.503355
H -5.086473 -2.356944 -1.543354
H -3.631990 -1.627544 -2.229193
H -5.067325 0.126246 -1.242878
H -5.062913 -0.718460 0.307279
H -3.420131 1.147004 0.267313
H -2.606663 0.409926 -1.108247

Force components x, y, z for each atom (eV/Å):
C 0.042 -0.066 -0.030
N -0.166 -0.205 0.000
C 0.186 0.232 0.146
C -0.304 -0.060 -0.175
C 0.108 0.210 0.211
N -0.158 -0.112 0.079
C -0.204 -0.215 -0.305
O 0.252 0.361 -0.058
C 0.078 -0.050 -0.024
C 0.117 0.160 0.026
C -0.070 0.109 -0.098
C -0.257 -0.044 -0.243
N -0.002 0.005 0.033
C 0.265 0.007 0.198
C -0.305 -0.367 -0.257
C 0.121 0.063 0.110
C 0.085 -0.044 0.084
C -0.093 -0.205 -0.062
C 0.011 0.106 -0.013
C 0.380 0.067 0.232
C 0.046 0.099 -0.304
C -0.173 -0.057 0.356
C 0.128 0.080 -0.267
C -0.179 -0.072 0.281
C 0.125 0.066 -0.263
C -0.264 -0.178 0.362
H -0.020 -0.016 0.042
H 0.047 -0.047 0.065
H 0.098 -0.012 -0.001
H -0.016 -0.028 0.026
H -0.094 -0.045 -0.069
H 0.081 0.024 0.065
H 0.043 0.018 0.045
H 0.060 0.069 0.064
H -0.147 -0.102 -0.001
H 0.138 -0.026 -0.153
H 0.042 0.045 -0.003
H -0.069 0.045 0.044
H -0.073 -0.065 -0.042
H -0.123 -0.003 0.041
H 0.005 0.264 0.007
H 0.017 0.060 -0.030
H -0.026 0.052 0.031
H 0.004 -0.048 0.008
H 0.086 -0.002 0.076
H 0.051 -0.046 0.042
H -0.025 -0.072 -0.027
H -0.091 -0.040 -0.074
H 0.021 -0.004 -0.016
H 0.108 0.025 -0.043
H 0.134 0.024 -0.067
H -0.024 -0.051 0.073
H -0.026 -0.071 0.038
H 0.008 -0.005 -0.092
H 0.006 -0.002 -0.094
H -0.068 0.013 0.064
H -0.083 0.018 0.031
H 0.064 0.094 -0.016
H 0.106 0.042 -0.048

As for the energy above the lowest of the compared OMol25 structures with the same formula, charge and spin: 64.5 kJ/mol. The orbital gap is 8.55 eV. The HOMO energy is -7.770 eV. The charge is 0. The LUMO energy is 0.8 eV. As for the structure (SMILES): CN(CCCNC(=O)CCc1cn(C)c2ccccc12)C1CCCCC1.

Here are the Löwdin charges for atoms 1 to 8, given in e: -0.07 -0.20 -0.20 -0.15 -0.17 0.08 -0.53 0.04

=====

Entry 2:
ORCA calculation (the ωB97M-V functional and the def2-TZVPD basis) on a 7-piece molecular cluster, C30H67N9O7PS overall.

Positions of all 115 atoms, in Å:
C -0.733710 4.079267 1.558420
O -0.243341 2.705706 1.834343
C -0.479169 1.811075 0.685087
C 0.493863 2.161504 -0.602917
C 2.087347 1.866320 -0.303275
C 3.002294 2.925833 -1.167483
C 2.929582 4.486947 -0.590824
C 2.787191 5.545655 -1.834386
C 1.504216 6.561428 -1.741930
C 0.341610 6.322040 -2.872405
N 0.844056 5.881035 -4.229199
C 1.448688 6.635040 -5.392886
P 1.747004 8.518645 -5.493940
S 0.156742 9.314395 -6.375367
C 1.786462 5.479585 -6.507403
N 1.357999 4.109962 -6.005548
C 0.798934 4.389807 -4.624029
N 0.290001 3.273864 -3.737682
H 0.068324 4.755681 1.010179
H -1.674406 4.061155 0.826100
H -1.002534 4.658275 2.561101
H -1.599061 1.936459 0.344220
H -0.325875 0.674200 0.988783
H 0.183363 1.485407 -1.526934
H 0.407346 3.307092 -0.907037
H 2.322072 0.778006 -0.700632
H 2.279104 1.977107 0.845886
H 4.128789 2.598097 -1.113981
H 2.654676 2.832585 -2.289040
H 2.113757 4.620000 0.259238
H 3.974095 4.665938 -0.041163
H 3.760262 6.236007 -1.795850
H 2.870915 4.933818 -2.828227
H 0.988260 6.349216 -0.686590
H 1.901504 7.671328 -1.671608
H -0.178445 7.382953 -3.042699
H -0.528200 5.613827 -2.463857
H 2.835907 8.733196 -6.457332
H 2.008805 9.167813 -4.235101
H 2.293991 5.574761 -7.571178
H 1.412460 3.171795 -6.461590
H 0.062937 2.402745 -4.265926
H -0.550513 3.543751 -3.180950
C -4.025445 1.041455 -1.832219
C -2.782035 1.086580 -2.674721
O -2.213133 2.141816 -2.944905
N -2.283562 -0.092985 -3.145905
C -2.801646 -1.424814 -2.941115
H -4.300221 2.056642 -1.531802
H -4.852476 0.615933 -2.407080
H -3.845300 0.451347 -0.929519
H -1.445582 0.018305 -3.704682
H -2.024133 -2.019360 -2.454392
H -3.023715 -1.855997 -3.920743
H -3.702943 -1.432271 -2.327591
C 0.928351 -4.458372 -1.672184
C 1.034740 -2.974500 -1.883649
O 0.147003 -2.327085 -2.434056
N 2.161384 -2.343166 -1.443243
C 3.305452 -2.921484 -0.779336
H -0.023037 -4.817505 -2.074975
H 1.740111 -4.970736 -2.195676
H 0.959205 -4.687819 -0.603563
H 2.159878 -1.345594 -1.621218
H 3.415050 -2.433722 0.192769
H 4.190021 -2.714534 -1.387296
H 3.205472 -3.997859 -0.637115
C -1.807407 -3.205857 3.877675
C -1.310790 -2.051831 3.053350
O -0.806448 -2.209861 1.943919
N -1.432529 -0.795040 3.570572
C -1.991215 -0.405243 4.843382
H -1.642552 -4.140660 3.334239
H -1.259429 -3.254769 4.822577
H -2.879584 -3.099469 4.063857
H -1.076180 -0.070932 2.957784
H -2.824310 0.276362 4.652911
H -1.216425 0.122194 5.405890
H -2.344442 -1.258500 5.423027
C 5.209387 -7.356722 -3.215824
C 4.033096 -6.431825 -3.353013
O 2.906705 -6.745916 -2.975174
N 4.242454 -5.207579 -3.918041
C 5.479106 -4.657277 -4.420011
H 4.886491 -8.291651 -2.748918
H 5.621514 -7.587785 -4.201865
H 5.973344 -6.899825 -2.580875
H 3.403728 -4.641892 -3.976050
H 5.688262 -3.736645 -3.869012
H 5.339110 -4.419436 -5.477715
H 6.317404 -5.345694 -4.309802
C -0.628109 -6.775908 7.046834
C -0.521720 -5.292035 6.835370
O -1.409458 -4.644620 6.284962
N 0.604923 -4.660701 7.275775
C 1.748992 -5.239019 7.939682
H -1.579498 -7.135041 6.644042
H 0.183651 -7.288271 6.523343
H -0.597256 -7.005354 8.115455
H 0.603418 -3.663130 7.097800
H 1.858590 -4.751258 8.911787
H 2.633561 -5.032069 7.331722
H 1.649012 -6.315394 8.081903
C -7.592185 1.204757 3.247323
C -6.167148 0.742023 3.133047
O -5.430055 1.113308 2.222546
N -5.694371 -0.118352 4.080730
C -6.396141 -0.665395 5.217558
H -7.822783 1.884702 2.422183
H -8.270039 0.348831 3.188863
H -7.737334 1.742408 4.188286
H -4.727335 -0.384626 3.936626
H -5.856510 -0.371933 6.121765
H -6.385214 -1.754936 5.129892
H -7.427021 -0.315735 5.279453

Force components x, y, z for each atom (eV/Å):
C -0.300 0.819 -0.475
O -0.904 0.861 -1.638
C -0.218 -0.117 -1.275
C 0.414 -0.235 0.118
C -0.450 0.417 -0.602
C 0.040 -0.424 0.632
C 0.779 -0.630 0.078
C 1.186 0.596 0.549
C 0.155 -0.773 1.036
C -0.885 1.921 0.910
N 0.842 -4.777 -3.671
C 0.938 -6.111 -1.500
P -1.996 0.385 -2.385
S 0.834 -0.460 0.871
C -0.935 1.527 3.044
N -0.978 5.836 4.391
C -0.108 -0.136 -0.418
N 0.790 3.372 -2.834
H -1.331 -1.516 1.070
H 1.821 -0.091 1.731
H 0.552 -1.681 -2.062
H 2.050 -0.278 0.609
H -0.126 2.522 -0.360
H 0.385 1.540 1.953
H -0.078 -2.381 0.668
H -0.345 2.151 1.151
H -0.186 -0.352 -2.198
H -2.182 0.538 -0.196
H 0.640 0.425 2.178
H 1.484 -0.324 -2.009
H -2.359 -0.258 -1.215
H -2.133 -1.494 -0.240
H -0.417 1.310 1.760
H 0.975 0.553 -2.356
H -1.060 -2.229 -0.567
H 0.987 -2.397 0.172
H 2.175 1.324 -1.220
H -0.304 -0.719 1.529
H 0.437 -1.077 -0.440
H -1.312 -0.074 2.668
H -0.092 1.397 0.621
H 0.206 1.172 0.468
H 0.750 -0.401 -0.522
C -0.072 0.251 0.111
C 0.297 -1.045 -0.336
O 0.404 0.578 -0.122
N -0.412 1.399 0.348
C 0.291 -0.469 -0.065
H 0.155 -0.215 -0.116
H 0.072 -0.089 0.192
H -0.182 -0.041 -0.112
H -0.168 -0.239 0.235
H -0.263 -0.073 -0.092
H -0.128 -0.168 0.176
H 0.143 0.179 -0.142
C -0.124 0.008 -0.058
C -0.233 0.354 0.062
O 0.294 0.025 -0.051
N -0.597 -0.215 -0.441
C 0.112 0.434 0.046
H 0.223 0.212 0.065
H -0.093 -0.166 0.243
H 0.123 -0.065 -0.117
H -0.005 -0.267 0.112
H 0.205 -0.239 0.033
H 0.162 -0.204 0.204
H -0.091 0.201 -0.091
C 0.175 0.116 -0.227
C 0.120 0.006 -0.630
O -0.031 0.150 0.258
N 0.109 -0.513 -0.340
C 0.154 0.352 -0.218
H 0.004 0.306 0.054
H -0.398 0.005 -0.177
H 0.115 -0.058 0.224
H -0.126 -0.085 0.223
H 0.005 0.069 0.330
H -0.260 0.003 0.244
H 0.128 0.035 -0.169
C 0.068 -0.258 0.090
C -0.865 0.043 0.131
O 0.595 0.116 -0.153
N -0.182 -0.514 0.329
C -0.310 0.356 -0.105
H -0.058 0.302 -0.120
H 0.137 0.068 0.148
H 0.072 -0.071 -0.188
H 0.215 -0.125 -0.052
H 0.300 -0.019 -0.158
H 0.332 0.045 0.026
H -0.231 0.072 0.021
C -0.177 -0.212 -0.061
C -0.184 0.666 -0.162
O 0.308 -0.476 0.552
N -0.691 -0.263 -0.313
C 0.173 0.452 0.005
H 0.216 0.233 0.065
H -0.026 -0.046 0.207
H 0.136 -0.100 -0.129
H 0.029 -0.258 0.082
H 0.219 -0.249 0.025
H 0.124 -0.213 0.223
H -0.073 0.221 -0.075
C -0.203 0.166 -0.124
C 0.820 -0.043 -0.398
O -0.325 -0.091 0.311
N -0.192 0.482 -0.547
C 0.430 -0.233 0.070
H 0.200 -0.195 0.165
H -0.027 0.133 0.170
H -0.141 -0.161 -0.041
H -0.273 0.018 0.015
H -0.273 -0.133 0.144
H -0.211 0.038 0.260
H 0.220 -0.014 -0.093

The orbital gap is 7.40 eV. The HOMO energy is -10.548 eV. The charge is +1. The LUMO energy is -3.1 eV.

Here are the Löwdin charges for atoms 1 to 8, given in e: -0.11 -0.25 -0.20 -0.18 -0.19 -0.21 -0.19 -0.20

=====

Entry 3:
ORCA calculation (the ωB97M-V functional and the def2-TZVPD basis) on C32H29IrN5O7SSe as an isolated structure.

Positions of all 76 atoms, in Å:
Ir -0.875772 -0.024701 -1.481016
C -1.696072 -0.166301 -5.454716
O -0.491772 0.036999 -6.172416
C 0.600628 0.499499 -5.534316
C 1.584528 1.070999 -6.322616
C 2.757928 1.572099 -5.768816
C 2.930828 1.565499 -4.404516
C 1.979028 0.980299 -3.559616
C 2.156628 1.071699 -2.154116
N 1.370728 0.597299 -1.234816
N 1.759328 0.764099 0.041284
C 0.878328 0.475999 0.970584
O -0.284272 0.015999 0.754784
C 1.308028 0.723399 2.362884
C 0.344328 0.989199 3.331484
C 0.730128 1.268599 4.628284
C 2.072828 1.261799 4.969984
C 3.031728 0.985899 4.007284
C 2.656728 0.731499 2.702284
C 0.826428 0.322499 -4.118216
O 0.096028 -0.459301 -3.433216
H -2.481972 -0.195601 -6.208616
H -1.875172 0.652899 -4.759616
H -1.674172 -1.105801 -4.899016
H 1.409328 1.130599 -7.384716
H 3.516328 2.000499 -6.404716
H 3.819128 1.996899 -3.964816
H 3.038128 1.613199 -1.809116
H -0.696672 0.992999 3.043184
H -0.014772 1.501499 5.375284
H 2.371328 1.474299 5.986984
H 4.076828 0.978299 4.275784
H 3.384428 0.537099 1.930484
C -4.747872 0.716799 5.018684
C -4.589972 0.265899 3.599784
C -5.604172 0.505599 2.678084
C -5.404372 0.256199 1.332384
C -4.193172 -0.253201 0.903084
C -3.200672 -0.570401 1.813184
C -3.404072 -0.316601 3.159384
S -3.792772 -0.109901 -0.828016
O -3.043272 -1.266701 -1.289616
O -4.976572 0.241099 -1.560316
N -2.708072 1.106199 -0.725616
C -3.041372 2.361099 -1.145216
C -2.338372 2.652799 -2.684516
O -2.867772 3.566899 -3.247816
O -1.415272 1.890699 -2.914616
H -5.794372 0.738399 5.306684
H -4.345972 1.727099 5.106984
H -4.211172 0.075099 5.710184
H -6.540872 0.926599 3.017084
H -6.164772 0.468899 0.598584
H -2.264872 -0.968601 1.458984
H -2.619772 -0.537401 3.872384
H -2.551972 3.151199 -0.573016
H -4.115172 2.516499 -1.270316
C 2.845228 -2.261801 -1.911416
N 2.357728 -2.384901 -0.568916
C 1.065928 -2.551301 -0.213116
Se -0.439272 -2.675101 -1.269816
N 1.013328 -2.646301 1.137284
C 2.266328 -2.493901 1.666284
C 2.736828 -2.503301 2.968284
C 4.100428 -2.351601 3.145584
C 4.958328 -2.182301 2.062584
C 4.492828 -2.169101 0.759584
C 3.131828 -2.334501 0.568484
H 1.994328 -2.119301 -2.575516
H 3.389228 -3.163301 -2.200116
H 3.506628 -1.399101 -1.985916
H 0.144428 -2.687301 1.644184
H 2.069328 -2.617901 3.806184
H 4.510428 -2.364501 4.143784
H 6.015628 -2.062601 2.242684
H 5.168228 -2.036101 -0.068116

Force components x, y, z for each atom (eV/Å):
Ir 3.094 0.621 -1.875
C -0.554 -0.086 0.234
O 0.561 -0.039 -0.195
C -0.030 -0.150 0.365
C -0.127 -0.089 0.198
C -0.018 0.041 0.149
C 0.103 -0.045 0.175
C -0.836 -0.225 -0.681
C -0.150 -0.265 0.356
N -2.500 0.050 -0.527
N 0.872 -0.029 0.673
C 0.070 0.239 -1.015
O -1.025 -0.254 -0.240
C -0.034 0.199 0.264
C 0.026 -0.118 -0.202
C -0.044 0.012 0.153
C 0.037 -0.026 0.073
C 0.072 0.050 0.053
C -0.202 0.060 -0.047
C 1.040 1.401 -0.774
O -1.866 -1.231 1.564
H 0.050 0.005 0.045
H -0.037 -0.007 -0.055
H -0.036 0.064 -0.100
H -0.063 -0.026 -0.139
H 0.036 0.068 -0.086
H 0.056 0.105 0.042
H -0.049 -0.217 0.180
H -0.090 0.005 -0.027
H -0.067 0.003 0.056
H 0.027 0.017 0.048
H 0.136 0.009 0.032
H 0.127 -0.030 -0.039
C 0.020 -0.027 -0.044
C -0.107 0.017 -0.082
C 0.139 -0.059 0.085
C -0.154 -0.039 -0.181
C -0.094 0.044 -0.367
C 0.090 -0.156 0.141
C -0.054 -0.053 -0.201
S -0.586 1.644 0.498
O 0.947 -0.147 -0.202
O -0.023 -0.168 0.208
N 0.879 -3.411 0.865
C 0.434 1.771 -2.156
C -3.404 0.971 3.349
O 0.199 0.753 -1.265
O 3.135 -2.729 -0.128
H -0.104 0.047 0.076
H -0.021 0.045 0.140
H 0.093 -0.070 0.102
H -0.058 0.023 -0.015
H -0.125 0.123 -0.056
H 0.201 0.010 -0.011
H 0.042 -0.016 0.028
H -0.227 -0.064 0.339
H 0.188 0.080 -0.045
C 0.199 0.002 -0.680
N -0.881 -0.088 0.474
C 0.498 -0.123 0.748
Se -0.509 1.418 -0.137
N -0.047 0.106 -0.717
C 0.810 -0.011 -0.176
C 0.134 -0.066 0.008
C -0.268 -0.076 0.100
C 0.095 0.011 -0.223
C 0.096 0.034 -0.026
C -0.087 -0.045 0.902
H 0.028 0.031 -0.017
H -0.021 0.039 0.024
H -0.036 -0.016 0.030
H -0.085 0.029 -0.099
H -0.099 -0.003 0.122
H -0.004 0.033 0.089
H 0.086 0.016 0.002
H 0.099 0.010 -0.158

Its expectation value of S² is 0.98. As for the spin multiplicity: 2. As for the energy above the lowest of the compared OMol25 structures with the same formula, charge and spin: 592.7 kJ/mol. The orbital gap (spin up / spin down) is 5.00 / 5.43 eV. The HOMO energy (spin up / spin down) is -7.353 / -7.228 eV. The charge is 0. The LUMO energy (spin up / spin down) is -2.4 / -1.8 eV.

Here are the Löwdin charges for atoms 1 to 8, given in e: 1.34 -0.05 -0.05 -0.19 0.01 -0.08 -0.05 -0.14

=====

| no. | DFT total energy (Eh) | largest force on an atom (hartree/bohr) |
| --- | --- | --- |
| 1 | -1097.65974 | 0.011 |
| 2 | -2941.84876 | 0.143 |
| 3 | -4941.06797 | 0.095 |